[1]
A gas-phase ion, C5H9ClN3O (charge +1) at a distorted geometry, computed with the ωB97M-V functional and the def2-TZVPD basis.

Properties
- energy relative to the best compared isomer or geometry (same formula, charge and spin) (kcal/mol) = 21.4
- E_HOMO (eV) = -13.3
- E_LUMO (eV) = -3.777
- structure (SMILES) = CC1=CN(C(=[NH2+])O)N(Cl)C1

```
! wB97M-V def2-TZVPD RIJCOSX def2/J DEFGRID3
* xyz 1 1
C 2.6113 0.7758 0.3035
C 1.1908 0.6945 0.1794
C 0.4976 -0.4164 0.5335
N -0.8799 -0.2315 -0.0052
C -1.6899 -1.2811 -0.0178
N -1.5020 -2.4498 0.5791
O -2.8438 -1.1183 -0.7218
N -1.1645 0.9216 -0.6282
Cl -2.0234 2.1113 0.4209
C 0.4132 1.5924 -0.7310
H 2.9633 0.2044 1.2888
H 3.0035 1.8858 0.4867
H 3.2345 0.4480 -0.6569
H 0.7672 -1.3236 0.9953
H -0.5995 -2.6462 0.9711
H -2.2127 -3.1808 0.3693
H -2.7421 -0.2152 -1.1064
H 0.2652 2.7344 -0.4540
H 0.7113 1.4947 -1.8065
*
```

Here are the natural (NBO) charges for atoms 1 to 4, given in e: C -0.682; C -0.003; C -0.069; N -0.271

---

[2]
A gas-phase ion, C7H4NO2S (charge -1) at a distorted geometry, computed with the ωB97M-V functional and the def2-TZVPD basis.

Properties
- energy relative to the best compared isomer or geometry (same formula, charge and spin) (kcal/mol) = 98.2
- E_HOMO (alpha / beta) (eV) = -4.3 / -3.8
- E_LUMO (alpha / beta) (eV) = 2.847 / 2.500

```
! wB97M-V def2-TZVPD RIJCOSX def2/J DEFGRID3
* xyz -1 1
C 1.8153 -3.1469 -0.6936
C -0.7900 -0.5281 0.2450
C 0.0453 0.5134 0.5833
C -0.2790 -1.8877 -0.0875
C 1.4429 0.7199 0.7017
C 0.9840 -2.2091 -0.2237
C 2.4268 0.0214 0.1593
N 2.5792 -3.8466 -1.2082
O 5.1730 -0.2957 -0.0616
O 4.3013 1.9663 -0.3990
S 4.2952 0.7359 0.3738
H -1.8103 -0.5222 0.1215
H -0.6348 1.3819 0.7451
H -1.1421 -2.6181 -0.3151
H 1.7118 1.7137 0.9396
*
```

Here are the natural (NBO) charges for atoms 1 to 4, given in e: C 0.186; C -0.253; C -0.148; C -0.249

---

[3]
A molecular structure, C8H3CuF13N2O14S4 at a distorted geometry, computed with the ωB97M-V functional and the def2-TZVPD basis.

Properties
- E_HOMO (alpha / beta) (eV) = -4.0 / -3.7
- ⟨S²⟩ = 0.780
- E_LUMO (alpha / beta) (eV) = -0.194 / -0.185

```
! wB97M-V def2-TZVPD RIJCOSX def2/J DEFGRID3
* xyz -2 2
Cu 0.7671 0.1743 3.0623
C 5.5703 -0.0439 -0.9393
F 5.2102 -1.2851 -0.5811
F 6.6384 0.0388 -1.6422
F 4.5867 0.3686 -1.6974
S 5.6679 0.9493 0.7297
O 5.5451 -0.1521 1.7279
O 6.8448 1.7798 0.7891
N 4.1549 1.7963 0.6736
S 4.3463 2.8868 -0.4775
O 5.6470 2.9042 -1.3126
O 3.0828 2.7788 -1.1850
C 4.4090 4.5606 0.4938
F 4.2035 5.6873 -0.2393
F 3.5570 4.5214 1.4269
F 5.5765 4.8194 1.0788
C -3.8387 -4.1589 -1.8660
F -3.9242 -3.2773 -0.8311
F -4.1732 -5.4155 -1.4799
F -4.6262 -3.7618 -2.9582
S -2.0202 -4.1350 -2.3450
O -1.9603 -3.7556 -3.7400
O -1.3332 -3.1847 -1.5124
N -1.3381 -5.7472 -2.1824
S -1.9498 -6.6561 -3.4425
O -2.3093 -8.0329 -2.9739
O -2.8309 -6.0707 -4.4556
C -0.2641 -6.8040 -4.3992
F 0.7148 -7.2271 -3.5874
F -0.4397 -7.6990 -5.4583
F -0.0024 -5.6384 -4.9639
C 0.6530 -3.7357 5.6096
O 1.1189 -4.7344 6.1753
O 0.4394 -3.8602 4.4301
O 1.4275 -2.7826 5.5877
C -5.4101 6.6607 1.3955
C -5.2838 7.2029 2.8293
O -3.9858 6.6472 3.1829
C -3.8226 5.4891 2.4217
O -2.9047 4.6885 2.7323
O -4.8230 5.4124 1.5135
F -6.1490 6.5714 3.6801
H -5.0612 7.4226 0.6983
H -6.4659 6.5057 1.1734
H -5.2446 8.2918 2.8581
*
```

Here are the natural (NBO) charges for atoms 1 to 4, given in e: Cu 0.929; C 0.772; F -0.315; F -0.293

---

[4]
6 unconnected molecules or ions with the total composition C27H42BrNO18 at a distorted geometry, computed with the ωB97M-V functional and the def2-TZVPD basis.

Properties
- E_HOMO (eV) = -8.8
- E_LUMO (eV) = 0.153
- structure (SMILES) = CCCO[C@@H]1COC(=O)[C@@]1(Br)CCCCCN.O=C1OCCO1.O=C1OCCO1.O=C1OCCO1.O=C1OCCO1.O=C1OCCO1

```
! wB97M-V def2-TZVPD RIJCOSX def2/J DEFGRID3
* xyz 0 1
C 5.1269 -2.0642 -1.1046
C 5.3704 -0.7968 -1.9203
C 5.6010 0.4470 -1.0928
O 4.4796 0.7958 -0.2614
C 3.5617 1.5452 -0.9622
C 3.7278 3.0732 -1.0308
O 2.4233 3.5502 -1.3698
C 1.5761 2.4831 -1.5297
O 0.7233 2.4524 -2.2902
C 2.0932 1.4356 -0.5218
Br 1.7794 2.2870 1.2289
C 1.6734 -0.0211 -0.6219
C 0.4442 -0.4030 0.1872
C -0.8656 0.1303 -0.4089
C -1.3555 -0.6939 -1.6057
C -1.3573 0.1238 -2.9103
N -2.2038 1.3033 -2.7438
H 5.7994 -2.1441 -0.2559
H 4.1059 -2.1684 -0.7650
H 5.3632 -2.9142 -1.7376
H 4.5184 -0.6424 -2.5796
H 6.2349 -0.9382 -2.5659
H 5.7865 1.2730 -1.7820
H 6.4832 0.3816 -0.4658
H 3.4986 1.2922 -2.0273
H 4.0949 3.6030 -0.1574
H 4.4143 3.3424 -1.8338
H 1.5609 -0.2822 -1.6732
H 2.4818 -0.6455 -0.2551
H 0.3390 -1.4876 0.2496
H 0.5180 -0.0684 1.2157
H -1.6341 0.0719 0.3543
H -0.7263 1.1779 -0.6588
H -2.3856 -0.9905 -1.4475
H -0.7184 -1.5658 -1.7577
H -1.7080 -0.4813 -3.7444
H -0.3181 0.3716 -3.1185
H -3.0242 1.2537 -3.3310
H -1.7135 2.1684 -2.9226
O 0.6215 -0.3944 6.2362
C 1.6183 -0.0889 5.6644
O 2.5373 0.7944 6.1402
C 3.6907 0.7275 5.2913
C 3.1125 0.1994 4.0004
O 1.9911 -0.5689 4.4553
H 4.1468 1.7088 5.1819
H 4.4161 0.0459 5.7397
H 2.7546 0.9937 3.3427
H 3.8092 -0.4268 3.4479
O -5.3044 -0.8150 -5.9005
C -5.2991 0.3362 -6.1961
O -4.7073 1.3130 -5.4626
C -4.7100 2.5116 -6.2437
C -5.8603 2.2763 -7.1947
O -5.8810 0.8507 -7.3065
H -4.8536 3.3838 -5.6107
H -3.7509 2.5989 -6.7574
H -6.8161 2.6115 -6.7878
H -5.7080 2.7371 -8.1675
O 0.2244 -3.8331 0.4619
C -0.0142 -3.9525 1.6206
O -0.1264 -5.1376 2.2723
C -0.1841 -4.8621 3.6757
C -0.6913 -3.4389 3.7103
O -0.2099 -2.9134 2.4714
H -0.8473 -5.5618 4.1785
H 0.8195 -4.9593 4.0943
H -1.7814 -3.3825 3.7170
H -0.3018 -2.8667 4.5493
O -8.6727 -5.6927 -4.1299
C -7.7144 -4.9915 -4.1131
O -6.6349 -5.1383 -4.9238
C -5.8058 -3.9812 -4.7643
C -6.1956 -3.4841 -3.3946
O -7.5499 -3.9303 -3.2784
H -4.7541 -4.2486 -4.8341
H -6.0430 -3.2647 -5.5509
H -5.6048 -3.9413 -2.5978
H -6.1338 -2.4023 -3.3058
O 3.5733 6.3741 7.7177
C 2.7280 5.5418 7.6873
O 1.4840 5.6823 8.2173
C 0.6917 4.5728 7.7835
C 1.7355 3.5248 7.4801
O 2.8724 4.3146 7.1183
H -0.0034 4.2664 8.5612
H 0.1258 4.8694 6.8981
H 1.9881 2.9222 8.3542
H 1.4502 2.8646 6.6688
*
```

Here are the Mulliken charges for atoms 1 to 4, given in e: C -1.079; C -0.321; C -0.476; O -0.391

---

[5]
A molecular structure, C6H8CsO6 at a distorted geometry, computed with the ωB97M-V functional and the def2-TZVPD basis.

Properties
- energy relative to the best compared isomer or geometry (same formula, charge and spin) (kcal/mol) = 96.5
- E_HOMO (alpha / beta) (eV) = -13.2 / -13.2
- ⟨S²⟩ = 0.753
- E_LUMO (alpha / beta) (eV) = -8.433 / -8.428

```
! wB97M-V def2-TZVPD RIJCOSX def2/J DEFGRID3
* xyz 2 2
O 3.1667 -0.3804 1.7555
C 3.1924 0.8665 1.7001
O 3.9084 1.6082 2.3917
O 2.3556 1.4977 0.8122
C 1.6425 0.6776 -0.0372
C 0.3333 1.1369 -0.3497
C -0.4054 0.6463 -1.5036
C -1.8978 0.8288 -1.5327
O -2.4975 -0.2628 -0.6368
C -3.6443 -0.5976 -0.5249
O -4.7554 -0.7651 -0.3828
Cs 7.5418 -0.5279 5.3781
H 1.2903 -0.2718 0.4893
H 2.2174 0.2776 -0.8894
H -0.1165 1.8879 0.3135
H -0.0727 -0.3453 -1.8444
H -0.0118 1.3373 -2.2921
H -2.3113 0.6353 -2.5242
H -2.2600 1.7649 -1.0986
O -4.0437 -4.7486 0.7474
H -3.6318 -5.2653 0.0287
*
```

Here are the natural (NBO) charges for atoms 1 to 4, given in e: O -0.698; C 0.922; O -0.672; O -0.499

---

[6]
A gas-phase ion, C6H13N4S (charge +1) at a distorted geometry, computed with the ωB97M-V functional and the def2-TZVPD basis.

Properties
- energy relative to the best compared isomer or geometry (same formula, charge and spin) (kcal/mol) = 42.3
- E_HOMO (alpha / beta) (eV) = -9.9 / -14.2
- ⟨S²⟩ = 2.015
- E_LUMO (alpha / beta) (eV) = -2.966 / -7.164

```
! wB97M-V def2-TZVPD RIJCOSX def2/J DEFGRID3
* xyz 1 3
C -1.0647 1.5982 -0.1807
C -0.9550 0.2069 -0.0544
C 2.5918 -1.0282 0.7949
C 1.1319 -2.2103 -0.9265
C -3.6895 -0.2099 -0.0492
C 1.1337 -1.2334 0.2310
N 1.0425 1.1428 0.1519
N 0.1330 2.1309 0.0026
N 0.4935 -0.0093 0.0702
N 0.4943 3.4263 0.2537
S -2.1057 -1.0850 -0.1635
H -1.9193 2.2980 -0.2136
H 2.8422 -2.1121 0.8142
H 2.5012 -0.2557 1.5508
H 3.2687 -0.5863 0.0269
H 1.7588 -3.0952 -0.7473
H 1.7309 -1.8937 -1.7901
H 0.0699 -2.4074 -1.1100
H -4.4144 -1.0414 0.0079
H -3.8276 0.4578 -0.9044
H -3.8419 0.4378 0.6998
H 0.5499 -1.7465 1.0490
H 1.1528 3.3172 0.9994
H 0.9230 3.8986 -0.5124
*
```

Here are the natural (NBO) charges for atoms 1 to 4, given in e: C 0.046; C -0.060; C -0.615; C -0.632

---

| no. | calculated total energy (eV) |
| --- | --- |
| 1 | -24361.430 |
| 2 | -23739.055 |
| 3 | -163287.907 |
| 4 | -137067.438 |
| 5 | -19161.977 |
| 6 | -23215.624 |